80
Properties=species:S:1:pos:R:3:lowdin_charge:R:1 method="wB97M-V/def2-TZVPD" mol_weight_g_mol=533.58 spin_multiplicity=1 fmax_ev_per_a=1.816 e_lumo_ev=0.44 smiles="CC[C@@H](F)N([PH2]=N)C(=O)O.CNC(C)=O.CNC(C)=O.CNC(C)=O.CNC(C)=O.CNC(C)=O" orbital_gap_ev=8.9219
C 3.37636 1.12224 0.20684 -0.09
C 3.31154 2.33397 -0.70824 -0.17
C 1.90403 2.77161 -1.08530 -0.34
F 1.61405 2.38059 -2.39675 -0.04
N 0.86436 2.21107 -0.21468 -0.13
P -0.28234 1.16805 -0.94629 0.74
N -1.21680 0.42775 0.06421 -0.25
C 0.22473 3.16451 0.63688 -0.58
O 0.07936 2.96615 1.80001 0.16
O -0.31596 4.26059 0.02509 0.10
H 4.41462 0.85222 0.35075 0.06
H 2.88613 0.26529 -0.24177 0.07
H 2.96546 1.32710 1.18482 0.08
H 3.81908 2.07268 -1.63164 0.12
H 3.83931 3.16852 -0.27668 0.08
H 1.86769 3.85838 -1.07356 0.13
H -1.02198 1.90934 -1.88305 0.02
H 0.48307 0.23433 -1.65583 0.02
H -1.00037 0.70136 1.01682 -0.02
H 0.37636 4.79496 -0.38565 0.11
C -0.83253 -5.66892 0.47539 -0.08
N 0.14837 -4.74080 1.00211 0.01
C 0.30963 -3.42758 0.68826 -0.53
C -0.61820 -2.83251 -0.33934 -0.01
O 1.19030 -2.76840 1.22328 0.02
H -1.46285 -6.05436 1.27846 0.08
H -0.33838 -6.51180 -0.01158 0.08
H -1.46634 -5.17272 -0.25071 0.07
H 0.79761 -5.07592 1.69551 0.13
H -0.36927 -1.78355 -0.44663 0.03
H -0.49658 -3.34084 -1.29885 0.09
H -1.65948 -2.89604 -0.02171 0.09
C -4.64562 2.08001 2.73665 -0.08
N -4.10398 0.97333 1.97497 0.01
C -4.76435 -0.12108 1.50984 -0.55
C -6.24529 -0.21509 1.80114 -0.01
O -4.17689 -0.98592 0.88024 0.01
H -4.50515 3.01866 2.19698 0.08
H -4.14071 2.16310 3.70098 0.08
H -5.70616 1.93865 2.91318 0.07
H -3.12429 0.99024 1.73167 0.10
H -6.62617 -1.13233 1.36960 0.05
H -6.42903 -0.23202 2.87620 0.09
H -6.78275 0.62444 1.35918 0.09
C 4.01070 -3.95958 1.31495 -0.09
N 4.27816 -2.55768 1.55593 0.02
C 5.46920 -1.96127 1.80122 -0.55
C 6.69320 -2.85045 1.84133 -0.02
O 5.55114 -0.75513 1.97991 0.02
H 3.54967 -4.08226 0.33416 0.08
H 3.31277 -4.33526 2.06285 0.07
H 4.92750 -4.53909 1.35453 0.07
H 3.48558 -1.93063 1.54255 0.12
H 7.55900 -2.22911 2.04536 0.08
H 6.60259 -3.60055 2.62759 0.08
H 6.83706 -3.35667 0.88618 0.08
C -7.99091 -5.00862 -1.61457 -0.08
N -8.59887 -3.92516 -0.86768 0.00
C -8.10472 -2.67708 -0.64080 -0.55
C -6.75268 -2.35014 -1.23046 -0.01
O -8.74356 -1.87154 0.01665 0.03
H -8.62813 -5.30127 -2.45112 0.08
H -7.84281 -5.87919 -0.97305 0.08
H -7.02752 -4.70291 -2.00646 0.07
H -9.50135 -4.08226 -0.44857 0.14
H -6.49007 -1.33242 -0.96659 0.07
H -5.98586 -3.01492 -0.83268 0.09
H -6.78068 -2.43768 -2.31758 0.09
C 7.13672 6.56397 -2.72351 -0.07
N 6.29263 5.79641 -1.82677 0.01
C 4.97044 5.95367 -1.57614 -0.53
C 4.24884 7.06126 -2.30664 -0.01
O 4.39865 5.21681 -0.78524 0.02
H 7.56842 5.91515 -3.48663 0.08
H 7.94989 7.03457 -2.16944 0.08
H 6.56149 7.33961 -3.21611 0.07
H 6.71344 5.04220 -1.30677 0.14
H 3.20897 7.05507 -1.99755 0.08
H 4.68237 8.03161 -2.06425 0.09
H 4.29817 6.91124 -3.38540 0.09

=====

87
Properties=species:S:1:pos:R:3:lowdin_charge:R:1 method="wB97M-V/def2-TZVPD" de_lowest_kj_mol=38.87 mol_weight_g_mol=816.17 spin_multiplicity=1 fmax_ev_per_a=0.958 e_lumo_ev=0.03 smiles="CCN[C@@H](O[C@](C[C@@H](C)Br)(PP(=O)(O)O)B(N)O)[C@](CN)(C[C@H](C)I)O[C@H](C)OC[C@@H](C)O.C[N+](=O)[O-].C[N+](=O)[O-]" orbital_gap_ev=8.6864
C 1.90900 -2.53188 2.77497 -0.07
C 1.15261 -1.36158 3.37813 -0.25
N -0.01189 -0.94502 2.59437 0.03
C 0.16058 -0.17140 1.35922 -0.23
O 1.29140 -0.60369 0.62468 -0.11
C 2.50570 0.17028 0.51080 -0.51
C 3.24458 0.31045 1.84404 -0.28
C 4.68933 0.77467 1.81362 -0.69
C 4.97505 2.23690 1.54095 -0.18
Br 5.37324 0.39475 3.64130 0.69
P 2.51928 1.74790 -0.51075 1.00
P 1.90714 3.51800 0.61990 0.25
O 2.97488 4.51362 0.49201 -0.33
O 0.53272 4.09476 0.05222 -0.18
O 1.59776 3.18244 2.16254 -0.17
B 3.32837 -0.82204 -0.45467 -0.64
N 3.24630 -0.66825 -1.91198 0.14
O 4.12388 -1.79789 0.12883 0.14
C -1.17595 -0.36069 0.48246 -0.35
C -0.85168 -1.02026 -0.84605 -0.17
N -0.40878 -2.41542 -0.77559 0.07
C -1.71411 1.04278 0.13878 -0.19
C -3.14271 1.09555 -0.40788 -0.72
C -3.34552 2.36830 -1.22061 -0.18
I -4.58396 1.14494 1.19558 0.92
O -2.14771 -0.93911 1.32710 -0.10
C -2.91291 -2.07324 1.06736 -0.42
C -2.26569 -3.34992 1.57385 -0.02
O -3.37680 -2.08171 -0.27305 -0.11
C -3.50115 -3.32669 -0.92544 -0.16
C -4.09842 -3.06109 -2.31062 -0.39
C -3.07365 -3.20735 -3.42054 -0.04
O -5.22547 -3.90876 -2.53536 -0.03
H 1.17889 -3.28686 2.48908 0.08
H 2.56023 -2.96862 3.52666 0.08
H 2.46493 -2.26498 1.88613 0.03
H 1.82377 -0.55648 3.68657 0.09
H 0.74296 -1.74509 4.31225 0.11
H -0.57021 -0.35127 3.19505 0.13
H 0.28327 0.88829 1.58481 0.13
H 2.70045 0.92534 2.55935 0.10
H 3.24996 -0.68857 2.26476 0.05
H 5.32313 0.15543 1.18898 0.07
H 6.00865 2.44193 1.80497 0.06
H 4.90247 2.42484 0.47184 0.04
H 4.32573 2.90896 2.08848 0.06
H 1.46590 1.58693 -1.41505 -0.06
H 0.68875 5.04027 -0.09627 0.09
H 0.65494 3.31011 2.33634 0.08
H 4.21121 -0.53342 -2.21360 0.06
H 3.02167 -1.58500 -2.30094 0.08
H 3.68312 -2.65552 0.11108 0.12
H -0.11926 -0.41418 -1.36848 0.11
H -1.73995 -0.98656 -1.47038 0.11
H -0.74098 -2.93067 -1.57743 0.06
H 0.59792 -2.46641 -0.74075 0.06
H -1.70495 1.65976 1.03432 0.10
H -1.08096 1.48482 -0.62251 0.11
H -3.36255 0.26150 -1.06231 0.06
H -2.81870 2.28689 -2.16986 0.08
H -4.39565 2.49060 -1.45200 0.03
H -3.04357 3.24752 -0.66639 0.08
H -3.80298 -1.93776 1.68748 0.13
H -1.82022 -3.08972 2.52840 0.08
H -3.01646 -4.11605 1.74712 0.08
H -1.49186 -3.73442 0.92055 0.06
H -2.53075 -3.80281 -1.05113 0.10
H -4.17873 -4.00117 -0.40383 0.13
H -4.41586 -2.01820 -2.30768 0.14
H -3.56783 -3.26258 -4.38692 0.08
H -2.46994 -4.10449 -3.30292 0.08
H -2.41666 -2.33991 -3.44626 0.08
H -5.95231 -3.35959 -2.83058 0.09
C 8.17051 0.82141 -0.75703 0.06
N 7.61272 0.19816 -1.99060 -0.44
O 6.40837 0.24809 -2.15400 0.05
O 8.39918 -0.31744 -2.75125 0.08
H 7.35182 1.24037 -0.18425 0.08
H 8.68485 0.04062 -0.20564 0.11
H 8.86832 1.59066 -1.07186 0.10
C -8.34705 4.59901 -1.56763 0.05
N -6.85849 4.63495 -1.61456 -0.45
O -6.25151 4.19711 -0.66069 0.04
O -6.35411 5.10083 -2.61615 0.06
H -8.64686 4.15922 -0.62454 0.09
H -8.69786 5.62183 -1.66071 0.10
H -8.68282 4.00296 -2.41017 0.10

=====

76
Properties=species:S:1:pos:R:3:lowdin_charge:R:1 method="wB97M-V/def2-TZVPD" mol_weight_g_mol=453.48 spin_multiplicity=1 fmax_ev_per_a=1.543 e_lumo_ev=-3.03 charge=+1 orbital_gap_ev=7.1856
C 0.10527 4.55842 0.91869 -0.13
O 1.19856 3.93131 0.29451 -0.18
C 0.82760 2.98988 -0.70530 -0.22
C 0.74654 1.56103 -0.15254 -0.14
C -0.69338 0.99949 -0.10546 -0.21
C -0.85684 -0.43132 -0.65520 -0.18
C -1.97121 -1.24890 -0.00966 -0.21
C -3.39343 -0.83071 -0.35674 -0.19
C -3.81633 0.54767 0.16183 -0.21
C -5.34118 0.65966 0.40994 -0.23
C -5.96485 1.78754 -0.40216 -0.35
S -5.38274 3.40703 0.23171 1.20
B -4.22107 4.09906 -1.09173 -0.82
N -2.99750 4.67554 -0.69725 0.19
O -4.69468 3.90895 -2.34268 0.14
H -0.75888 3.89098 0.97122 0.07
H 0.39032 4.83980 1.93081 0.09
H -0.17376 5.48018 0.39478 0.08
H 1.55858 3.05275 -1.50882 0.12
H -0.13094 3.28411 -1.14379 0.10
H 1.16193 1.55898 0.85184 0.12
H 1.35885 0.90413 -0.76956 0.10
H -1.10445 1.08668 0.90177 0.10
H -1.31645 1.65324 -0.72296 0.08
H 0.07689 -0.96161 -0.46336 0.10
H -0.96344 -0.36310 -1.73693 0.12
H -1.85500 -2.26849 -0.37838 0.10
H -1.80653 -1.30274 1.06810 0.12
H -4.06078 -1.56961 0.09280 0.11
H -3.55474 -0.88950 -1.43238 0.10
H -3.26562 0.84376 1.05144 0.10
H -3.55897 1.28615 -0.60570 0.09
H -5.83346 -0.26292 0.11360 0.12
H -5.51126 0.85751 1.46730 0.11
H -7.04923 1.80126 -0.37628 0.10
H -5.62987 1.74028 -1.43518 0.09
H -4.55301 3.05959 1.23103 0.02
H -2.49369 5.12778 -1.45355 0.11
H -3.08801 5.33320 0.07322 0.10
H -4.61796 4.70100 -2.89359 0.14
C -2.89138 -3.36102 -4.03936 -0.34
O -2.65370 -3.00576 -2.89984 0.01
N -3.97829 -2.99437 -4.74512 -0.20
C -4.20943 -3.45509 -6.10146 -0.05
C -4.94372 -2.11167 -4.12049 -0.05
H -2.21896 -4.03110 -4.59840 0.14
H -4.26326 -2.60719 -6.78668 0.09
H -5.14484 -4.01437 -6.15813 0.09
H -3.39518 -4.10455 -6.41362 0.09
H -4.46664 -1.16897 -3.84336 0.08
H -5.34407 -2.56975 -3.21438 0.09
H -5.75581 -1.91447 -4.81564 0.09
C 3.11053 -1.95489 -0.18582 -0.37
O 3.11486 -1.59604 -1.34994 0.00
N 3.84577 -1.40366 0.79339 -0.18
C 3.79165 -1.87463 2.16400 -0.05
C 4.73150 -0.30048 0.46048 -0.04
H 2.47327 -2.78446 0.16933 0.13
H 3.46085 -1.06766 2.82410 0.09
H 4.78819 -2.20259 2.46880 0.05
H 3.08923 -2.70306 2.24337 0.08
H 4.15720 0.53193 0.04949 0.08
H 5.45861 -0.61431 -0.28745 0.10
H 5.25587 0.02069 1.35591 0.08
C 7.03171 -2.48290 3.68258 -0.35
O 6.93957 -2.10780 2.52584 0.00
N 7.83636 -1.92543 4.60082 -0.19
C 7.90836 -2.41464 5.96391 -0.05
C 8.66241 -0.79603 4.20441 -0.04
H 6.44936 -3.33357 4.07657 0.14
H 7.62281 -1.62772 6.66425 0.09
H 8.92344 -2.74093 6.19596 0.09
H 7.23299 -3.25795 6.09055 0.08
H 8.03573 0.02456 3.85466 0.09
H 9.32797 -1.08363 3.39079 0.09
H 9.25176 -0.46453 5.05509 0.09